Record 1
A cluster of 2 separate species, C6H12O in total, computed with wB97M-V/def2-TZVPD.

Properties
Strongest force on any atom (eV Å⁻¹): 1.11
Spin multiplicity: 2
Expectation value of S²: 0.770
Total charge: -1
Highest occupied orbital energy (spin up / spin down) (eV): 0.08 / -2.10
E (Eh): -310.95229
Relative energy (zero: lowest compared OMol25 entry of this formula, charge and spin) (kcal per mole): 32.16

Each atom is followed by the atoms it is bonded to, with distances in Å.
Geometry (Å):
1 C -1.73196 -1.70489 1.82448  C2 1.542, H7 1.086, H8 1.092, H9 1.091
2 C -1.11994 -0.29426 1.71320  C1 1.542, C6 1.501, H10 1.105, H11 1.094
3 C -0.40231 -0.53064 -3.30746  C4 1.425, H12 1.094, H13 1.093
4 C 0.13134 -0.39363 -1.99317  C3 1.425, C5 1.414, H14 1.096
5 C -0.53308 -0.70579 -0.78503  C4 1.414, C6 1.369, H15 1.087
6 C -0.35651 -0.10925 0.43412  C2 1.501, C5 1.369, H16 1.091
7 H -1.01392 -2.43587 1.46401  C1 1.086
8 H -2.03030 -1.98782 2.83584  C1 1.092
9 H -2.62919 -1.79376 1.20993  C1 1.091
10 H -1.96044 0.42089 1.76343  C2 1.105
11 H -0.48111 -0.17614 2.59297  C2 1.094
12 H -0.68782 -1.49019 -3.74941  C3 1.094
13 H -0.06683 0.19982 -4.04874  C3 1.093
14 H 0.89475 0.38256 -1.86329  C4 1.096
15 H -1.35588 -1.40827 -0.88898  C5 1.087
16 H 0.33737 0.73150 0.40243  C6 1.091
17 H 2.77888 3.67450 1.66051  O19 0.967
18 H 3.37723 3.13884 0.39315  O19 0.963
19 O 3.36192 2.97185 1.34124  H17 0.967, H18 0.963


Record 2
A cluster of 2 separate species, C6H12O in total, computed with wB97M-V/def2-TZVPD.

Properties
Strongest force on any atom (eV Å⁻¹): 2.23
Spin multiplicity: 2
Expectation value of S²: 0.765
Total charge: -1
Highest occupied orbital energy (spin up / spin down) (eV): -0.13 / -2.74
E (Eh): -310.97321
Relative energy (zero: lowest compared OMol25 entry of this formula, charge and spin) (kcal per mole): 19.03

Each atom is followed by the atoms it is bonded to, with distances in Å.
Geometry (Å):
1 C -0.01977 1.96468 1.92174  C2 1.531, H7 1.089, H8 1.103, H9 1.090
2 C -0.85099 1.59200 0.69146  C1 1.531, C6 1.512, H10 1.100, H11 1.092
3 C 0.31008 -0.96473 -2.74874  C4 1.351, H12 1.087, H13 1.084
4 C -0.56881 -1.33770 -1.79356  C3 1.351, C5 1.443, H14 1.094
5 C -0.98920 -0.56663 -0.64865  C4 1.443, C6 1.366, H15 1.106
6 C -0.25561 0.43104 -0.07183  C2 1.512, C5 1.366, H16 1.105
7 H 0.99511 2.30480 1.72083  C1 1.089
8 H -0.49094 2.82624 2.42434  C1 1.103
9 H 0.12214 1.14361 2.62470  C1 1.090
10 H -1.80242 1.16359 1.04034  C2 1.100
11 H -1.04539 2.43853 0.02923  C2 1.092
12 H 0.84363 -0.02608 -2.62446  C3 1.087
13 H 0.42058 -1.46604 -3.70334  C3 1.084
14 H -1.07846 -2.30393 -1.84451  C4 1.094
15 H -1.83661 -1.01397 -0.09630  C5 1.106
16 H 0.84102 0.45243 -0.20298  C6 1.105
17 H 2.51762 -1.41082 1.29452  O19 0.961
18 H 1.16270 -0.85796 1.03328  O19 0.965
19 O 1.67513 -1.27561 1.73607  H17 0.961, H18 0.965


Record 3
An isolated molecule of C6H12O, computed with wB97M-V/def2-TZVPD.

Properties
Strongest force on any atom (eV Å⁻¹): 1.73
SMILES: COCC1(C)CC1
Spin multiplicity: 1
Total charge: 0
Highest occupied orbital energy (eV): -9.71
E (Eh): -310.96706
Relative energy (zero: lowest compared OMol25 entry of this formula, charge and spin) (kcal per mole): 57.86

Each atom is followed by the atoms it is bonded to, with distances in Å.
Geometry (Å):
1 C -2.08980 -0.24520 -0.55459  O2 1.470, H8 1.080, H9 1.102, H10 1.108
2 O -1.03603 -0.66337 -1.48973  C1 1.470, C3 1.433
3 C 0.23523 -0.01813 -1.34026  O2 1.433, C4 1.529, H11 1.103, H12 1.098
4 C 0.63177 0.01478 0.13655  C3 1.529, C5 1.523, C6 1.500, C7 1.509
5 C 0.00434 -1.20790 0.79282  C4 1.523, H13 1.113, H14 1.100, H15 1.086
6 C 1.96548 0.57170 0.53824  C4 1.500, C7 1.502, H16 1.088, H17 1.088
7 C 0.71940 1.37271 0.78794  C4 1.509, C6 1.502, H18 1.090, H19 1.087
8 H -2.86989 0.16040 -1.18188  C1 1.080
9 H -1.77625 0.49701 0.19700  C1 1.102
10 H -2.50889 -1.09396 0.02175  C1 1.108
11 H 0.98749 -0.59012 -1.90908  C3 1.103
12 H 0.18270 0.98057 -1.79332  C3 1.098
13 H -0.59061 -1.61301 -0.05654  C5 1.113
14 H -0.59455 -0.94838 1.67826  C5 1.100
15 H 0.69983 -2.00277 1.04419  C5 1.086
16 H 2.65023 0.90931 -0.23627  C6 1.088
17 H 2.45687 0.12874 1.40205  C6 1.088
18 H 0.55462 2.24254 0.15193  C7 1.090
19 H 0.37805 1.50506 1.81095  C7 1.087


Record 4
A cluster of 2 separate species, C6H12O in total, computed with wB97M-V/def2-TZVPD.

Properties
Strongest force on any atom (eV Å⁻¹): 1.22
SMILES: CCC=O.C=CC
Spin multiplicity: 1
Total charge: 0
Highest occupied orbital energy (eV): -9.48
E (Eh): -310.99521
Relative energy (zero: lowest compared OMol25 entry of this formula, charge and spin) (kcal per mole): 40.20

Each atom is followed by the atoms it is bonded to, with distances in Å.
Geometry (Å):
1 C 2.06073 0.99628 0.70346  C2 1.548, H5 1.102, H6 1.094, H7 1.102
2 C 0.69197 1.64847 0.39034  C1 1.548, C3 1.557, H8 1.092, H9 1.125
3 C -0.00689 1.23896 -0.93902  C2 1.557, O4 1.211, H10 1.117
4 O -1.19720 1.30114 -1.15546  C3 1.211
5 H 2.67333 1.69875 1.29096  C1 1.102
6 H 2.59732 0.79169 -0.22750  C1 1.094
7 H 2.02122 0.04691 1.26158  C1 1.102
8 H -0.00997 1.42918 1.19710  C2 1.092
9 H 0.88516 2.75522 0.45560  C2 1.125
10 H 0.64492 0.94961 -1.79839  C3 1.117
11 C -0.48634 -1.32574 1.07922  C12 1.335, H14 1.096, H15 1.090
12 C -1.48772 -1.15980 0.21229  C11 1.335, C13 1.503, H16 1.093
13 C -1.50698 -1.70355 -1.18899  C12 1.503, H17 1.103, H18 1.098, H19 1.099
14 H 0.46131 -1.80746 0.81273  C11 1.096
15 H -0.47460 -0.81361 2.04118  C11 1.090
16 H -2.33209 -0.51059 0.45677  C12 1.093
17 H -1.90653 -0.97202 -1.91111  C13 1.103
18 H -2.14618 -2.59590 -1.19959  C13 1.098
19 H -0.48144 -1.96754 -1.48119  C13 1.099


Record 5
A cluster of 2 separate species, C6H12O in total, computed with wB97M-V/def2-TZVPD.

Properties
Strongest force on any atom (eV Å⁻¹): 2.09
SMILES: C=CC=C(C)C.O
Spin multiplicity: 1
Total charge: 0
Highest occupied orbital energy (eV): -8.44
E (Eh): -310.98092
Relative energy (zero: lowest compared OMol25 entry of this formula, charge and spin) (kcal per mole): 49.17

Each atom is followed by the atoms it is bonded to, with distances in Å.
Geometry (Å):
1 C 1.20132 0.12602 -2.38683  C2 1.338, H7 1.069, H8 1.081
2 C 1.21541 0.99763 -1.37240  C1 1.338, C3 1.476, H9 1.082
3 C -0.02439 1.23912 -0.60810  C2 1.476, C4 1.340, H10 1.090
4 C -0.80953 0.33007 -0.01465  C3 1.340, C5 1.490, C6 1.503
5 C -0.49887 -1.12698 -0.00654  C4 1.490, H11 1.087, H12 1.100, H13 1.086
6 C -2.05218 0.83606 0.66179  C4 1.503, H14 1.094, H15 1.093, H16 1.089
7 H 0.31589 -0.06117 -2.95539  C1 1.069
8 H 2.14950 -0.04453 -2.87660  C1 1.081
9 H 2.07760 1.61612 -1.16139  C2 1.082
10 H -0.14070 2.29557 -0.36508  C3 1.090
11 H -1.15787 -1.77553 -0.57855  C5 1.087
12 H -0.52811 -1.47180 1.03758  C5 1.100
13 H 0.53438 -1.40986 -0.18209  C5 1.086
14 H -2.46717 0.12370 1.38061  C6 1.094
15 H -2.87938 0.98824 -0.03677  C6 1.093
16 H -1.90296 1.78698 1.17101  C6 1.089
17 O 1.75698 -1.70407 2.56246  H18 0.955, H19 0.951
18 H 2.32851 -0.97708 2.80251  O17 0.955
19 H 0.88156 -1.76848 2.92844  O17 0.951


Record 6
An isolated molecule of C6H12O, computed with wB97M-V/def2-TZVPD.

Properties
Strongest force on any atom (eV Å⁻¹): 0.35
Spin multiplicity: 1
Total charge: 0
Highest occupied orbital energy (eV): -8.26
E (Eh): -310.90980
Relative energy (zero: lowest compared OMol25 entry of this formula, charge and spin) (kcal per mole): 93.80

Each atom is followed by the atoms it is bonded to, with distances in Å.
Geometry (Å):
1 C 2.60177 0.67507 0.30540  C2 1.516, H8 1.094, H9 1.095, H10 1.095
2 C 1.48739 -0.15930 -0.29482  C1 1.516, O3 1.413, H11 1.103, H12 1.103
3 O 0.37689 -0.14265 0.57827  C2 1.413, C4 1.423
4 C -0.70775 -0.92593 0.09422  O3 1.423, C5 1.546, C6 1.482, H13 1.102
5 C -1.73704 -1.02080 1.24404  C4 1.546, H14 1.094, H15 1.092, H16 1.092
6 C -1.57808 -0.41058 -0.98838  C4 1.482, C7 1.479
7 C -1.49473 1.05673 -1.15635  C6 1.479, H17 1.105, H18 1.096, H19 1.099
8 H 2.90555 0.27311 1.27665  C1 1.094
9 H 2.27496 1.70992 0.44760  C1 1.095
10 H 3.47314 0.67430 -0.35819  C1 1.095
11 H 1.82553 -1.19740 -0.45092  C2 1.103
12 H 1.20751 0.24151 -1.28343  C2 1.103
13 H -0.34279 -1.93823 -0.14230  C4 1.102
14 H -1.96417 -0.01347 1.60621  C5 1.094
15 H -1.29650 -1.58970 2.06539  C5 1.092
16 H -2.66104 -1.50509 0.92134  C5 1.092
17 H -0.93134 1.15454 -2.10233  C7 1.105
18 H -2.47649 1.48890 -1.37945  C7 1.096
19 H -0.96283 1.62907 -0.38296  C7 1.099